Entry A
16
Properties=species:S:1:pos:R:3 method="wB97M-V/def2-TZVPD" smiles="CNC(=O)CCS" homo_lumo_gap_ev=9.879 multiplicity=1
C 1.4441 1.4562 1.2624
N 0.5864 1.6662 0.1093
C -0.4623 0.9005 -0.3343
O -1.4572 1.3925 -0.8293
C -0.2836 -0.5930 -0.1887
C -1.2510 -1.3716 -1.0695
S -1.2761 -3.1635 -0.6100
H 0.8826 1.4277 2.1940
H 2.2246 2.2040 1.2380
H 1.9761 0.5081 1.1376
H 0.5777 2.5927 -0.2558
H 0.7724 -0.8297 -0.3195
H -0.5362 -0.8468 0.8525
H -0.9404 -1.2632 -2.1088
H -2.2295 -0.9185 -0.9779
H -0.0278 -3.1617 -0.1001



Entry B
16
Properties=species:S:1:pos:R:3 method="wB97M-V/def2-TZVPD" smiles="C=NSCOCC" homo_lumo_gap_ev=9.190 multiplicity=1
C -1.1412 -0.0602 -3.5752
N -0.6369 -0.0628 -2.3120
S -1.6868 0.6494 -1.1941
C -0.9065 0.2949 0.3341
O 0.4620 0.6957 0.3112
C 1.4273 -0.1441 1.0404
C 0.9992 -0.0816 2.4456
H -0.3979 -0.5296 -4.3458
H -2.1048 0.4906 -4.0582
H -1.3497 0.7791 1.2679
H -0.8554 -0.8916 0.4386
H 1.3111 -1.1573 0.6080
H 2.2828 0.4057 0.7440
H 0.1124 -0.6676 2.3162
H 0.8577 0.9383 2.8531
H 1.6267 -0.6590 3.1261



Energy comparison, zero being the most stable, in eV: entry A 0.000; entry B 3.243.



Entry A
16
Properties=species:S:1:pos:R:3 method="wB97M-V/def2-TZVPD" smiles="CN[C@H](C=O)CS" homo_lumo_gap_ev=9.555 multiplicity=1
C -1.7282 -0.9547 0.9177
N -0.5899 -0.8082 0.0571
C 0.0937 0.4580 0.0664
C -0.7180 1.5095 -0.6546
O -0.9972 2.5653 -0.1573
C 1.5625 0.4008 -0.4020
S 2.0153 -1.1118 -1.3547
H -1.8070 -0.2295 1.7235
H -2.6972 -0.9589 0.4189
H -1.6551 -1.8647 1.5296
H -0.0268 -1.6302 -0.0731
H 0.2063 0.8160 1.1030
H -0.9551 1.2655 -1.7114
H 1.8193 1.2587 -1.0160
H 2.1986 0.3984 0.4721
H 3.2787 -1.1144 -0.9193



Entry B
16
Properties=species:S:1:pos:R:3 method="wB97M-V/def2-TZVPD" homo_lumo_gap_ev=6.191 multiplicity=1
C 0.5591 0.9658 0.2968
C -0.9200 0.9737 0.2474
C -0.2413 0.4922 -1.0511
S -3.2243 -0.8746 0.4196
C 2.9582 -0.3971 -0.6658
N 3.2215 0.0718 0.5672
O 2.7838 -1.4802 -0.0127
H -4.1086 4.2579 -0.9420
H 1.2288 1.6208 -0.2321
H -1.5145 1.8788 0.2936
H -1.6219 0.1120 0.2829
H 0.3794 0.9934 -1.7822
H -0.9324 -0.1731 -1.5692
H 1.0253 0.1638 0.8306
H -4.4766 4.8340 -1.1912
H 4.1484 -0.2986 0.8374



Energy comparison, zero being the most stable, in eV: entry A 0.000; entry B 12.324.



Entry A
21
Properties=species:S:1:pos:R:3 method="wB97M-V/def2-TZVPD" homo_lumo_gap_ev="2.814 / 9.571" s2=0.75 total_charge=-1 multiplicity=2
N 0.8292 -0.3284 2.0943
C -0.5093 -0.8012 1.6350
C -0.6557 -0.9765 0.1416
N -0.1904 0.1387 -0.7207
C 1.1939 0.0569 -1.1258
H 1.5472 -0.6187 1.4322
H 1.0463 -0.8108 2.9577
H -0.7699 -1.7421 2.1324
H -1.2139 -0.0481 1.9853
H -0.2250 -1.8817 -0.2685
H -1.7328 -1.0388 -0.0541
H -0.3215 1.0113 -0.2050
H 1.9924 0.1012 -0.3711
H 1.4077 -0.9194 -1.5849
H 1.4403 0.7442 -1.9231
H -0.7237 -0.3093 -2.6552
H -1.3302 0.5010 -3.8250
O -1.0341 -0.3786 -3.5731
H -0.1608 2.9891 0.7508
H 0.0508 1.8980 1.8157
O -0.6405 2.4132 1.3615



Entry B
21
Properties=species:S:1:pos:R:3 method="wB97M-V/def2-TZVPD" homo_lumo_gap_ev="2.593 / 9.548" s2=0.75 total_charge=-1 multiplicity=2
N 1.4688 -1.9467 0.2217
C 0.5549 -0.8092 0.0363
C 0.2128 -0.0742 1.3629
C -0.7413 -1.3250 -0.6652
N -1.6309 -0.2358 -0.7847
H 2.3847 -1.7230 -0.2097
H 1.7167 -1.9819 1.1660
H 0.9323 -0.0948 -0.7347
H -0.4481 0.7998 1.2916
H 1.0955 0.1336 1.9554
H -0.3769 -0.8188 1.9960
H -0.5245 -1.7572 -1.6799
H -1.0320 -2.1381 0.0161
H -1.3702 0.3326 -1.5608
H -2.6205 -0.6650 -0.9511
H 2.3287 1.6696 0.0735
H 3.6043 1.1356 0.2977
O 2.9711 1.0432 -0.3667
H -2.6666 1.6548 -0.1830
H -2.8382 3.1920 -0.5808
O -2.8721 2.5552 0.1968



Entry C
21
Properties=species:S:1:pos:R:3 method="wB97M-V/def2-TZVPD" homo_lumo_gap_ev="2.457 / 9.061" s2=0.75 total_charge=-1 multiplicity=2
C 0.1878 2.5486 0.8360
C 1.0811 1.5238 0.2912
N 0.4929 0.1377 0.0885
C 1.4275 -1.0780 0.0054
N 0.7473 -2.3188 -0.3198
H 0.8736 3.2458 1.4709
H -0.2675 3.1499 0.0528
H -0.5550 2.2312 1.6203
H 1.9627 1.3026 1.0064
H 1.5742 1.7288 -0.6464
H -0.0488 -0.0030 0.9354
H 2.1501 -0.8474 -0.8521
H 1.9720 -1.3215 0.9446
H -0.0644 -2.0073 -0.9031
H 0.5015 -2.9395 0.4124
H -2.3838 -3.5708 0.8483
H -2.3477 -5.1211 1.0492
O -2.6532 -4.3127 1.4254
H -2.0015 2.2003 -3.2158
H -1.2322 2.5516 -2.0813
O -1.4168 2.8998 -2.9682



Energy comparison, zero being the most stable, in eV: entry A 0.000; entry B 0.383; entry C 0.893.